1.
16
Properties=species:S:1:pos:R:3:forces:R:3 method="wB97M-V/def2-TZVPD" smiles="C[C@H](N[N+](=O)[O-])C(N)=O" homo_lumo_gap_ev=9.31 e_homo_ev=-9.89 total_charge=0 fmax_ev_per_a=6.146
O -2.3023 1.4169 -1.2135 3.9 -1.7 -0.2
O 1.8200 -1.6060 0.0830 1.8 -5.7 1.4
O -0.6247 -0.0679 -1.8687 -3.0 3.1 1.9
N -0.3930 1.0839 -0.0044 -2.2 3.0 1.6
N -1.1684 0.8406 -1.1036 -0.9 -2.0 -1.4
N 1.8785 0.4110 -0.8387 2.8 -2.8 1.8
C -0.9814 -1.1033 1.0870 2.6 -2.1 -1.6
C 1.3328 -0.5695 0.0284 -0.4 5.6 -1.8
C 0.0935 -0.0722 0.8475 0.8 2.6 -0.5
H -0.2630 -2.1153 1.2013 -2.4 2.3 -0.1
H 0.3978 0.5835 1.7440 0.0 -1.6 -1.0
H -1.4274 -1.1296 -0.0155 -0.1 -0.7 2.9
H 1.2249 1.0375 -1.1034 -1.4 2.6 -1.5
H 2.7487 0.2153 -1.3978 -1.9 0.0 1.0
H -1.5355 -0.8613 2.0248 -0.1 -0.5 -1.3
H -0.8007 1.9363 0.5295 0.6 -2.2 -1.2


2.
10
Properties=species:S:1:pos:R:3:forces:R:3 method="wB97M-V/def2-TZVPD" homo_lumo_gap_ev=7.41 e_homo_ev=-3.80 total_charge=-1 fmax_ev_per_a=7.230
Cl -0.0983 -2.0900 -0.7272 0.2 -0.5 0.5
S 2.0218 0.1766 0.0316 0.0 -3.7 -0.9
F -2.4325 -0.3004 0.2932 -0.7 0.1 -0.4
F -1.1355 1.3389 0.8332 -0.8 1.0 0.1
F -1.3030 0.7574 -1.2343 -0.8 1.0 -2.4
F 0.0898 -0.9058 1.6438 -0.3 -0.9 0.3
O 2.0760 -0.2108 -1.3912 0.6 0.4 -0.3
O 1.9146 1.5760 0.2696 -0.7 2.8 0.5
C 0.1854 -0.6912 0.3154 -2.8 3.2 -1.1
C -1.3184 0.3493 -0.0341 5.3 -3.4 3.6


3.
13
Properties=species:S:1:pos:R:3:forces:R:3 method="wB97M-V/def2-TZVPD" homo_lumo_gap_ev="4.15 / 3.94" e_homo_ev="-9.63 / -9.46" spin_multiplicity=2 total_charge=+1 fmax_ev_per_a=7.822
K -2.1410 -0.9336 -1.1902 0.3 0.0 -0.7
O -0.2372 2.3947 -0.1315 -2.9 -1.7 4.9
C -3.1123 -1.0913 -4.3154 6.4 -0.3 0.8
C -1.6174 -1.1501 -4.1991 -7.8 0.2 -1.0
C 0.8057 2.0311 -2.1743 -0.6 2.4 1.8
C 0.2850 2.8834 -1.1348 2.2 -2.1 -5.3
Li -1.4263 1.3839 1.1697 1.5 1.7 -0.8
H -3.8433 -0.9043 -3.5300 0.4 0.1 0.0
H 1.1972 2.5351 -3.0436 0.2 -0.1 -0.2
H 0.3692 3.9596 -1.2824 -0.4 0.3 0.2
H -1.0274 -1.3422 -5.0824 0.7 0.1 0.2
H -3.5372 -1.2871 -5.2997 0.2 0.0 0.1
H 1.3276 1.1503 -1.8315 -0.3 -0.5 -0.1


4.
15
Properties=species:S:1:pos:R:3:forces:R:3 method="wB97M-V/def2-TZVPD" smiles="O=C(O)CCO.O" homo_lumo_gap_ev=10.58 e_homo_ev=-10.18 total_charge=0 fmax_ev_per_a=1.450
O -1.2532 -0.9135 -1.3197 -0.2 -0.2 -0.1
O -2.4733 -0.8357 0.5470 0.7 0.5 0.6
O 2.1239 -0.2871 1.1949 -0.6 -0.4 0.1
O 1.4534 2.4126 -0.9965 -0.3 -0.5 0.4
C 1.0497 -0.6782 0.3634 -0.5 0.0 -0.1
C -0.2600 0.1060 0.5712 0.0 0.9 1.1
C -1.3633 -0.5780 -0.1678 0.4 0.3 -0.3
H -0.1202 1.1339 0.2307 -0.1 -0.2 -0.8
H 1.8117 3.2013 -0.5877 0.2 0.2 -0.3
H -3.0311 -1.3212 -0.0494 -0.8 -0.5 -0.6
H 0.8581 -1.7349 0.5240 0.2 -0.1 0.0
H 2.2906 0.5981 0.9001 0.6 0.9 0.0
H 1.3069 -0.5043 -0.6781 0.1 -0.4 -0.2
H 1.7201 2.3653 -1.9173 0.2 0.3 0.0
H -0.5337 0.3348 1.6081 0.1 -0.9 0.1


5.
68
Properties=species:S:1:pos:R:3:forces:R:3 method="wB97M-V/def2-TZVPD" smiles="CCCN[C@@]1([PH2]=N)OC(=O)O[C@@]1(Cl)CCCF.COC[C@@H](C)N.COC[C@@H](C)N" homo_lumo_gap_ev=9.20 e_homo_ev=-8.85 total_charge=0 fmax_ev_per_a=3.957
Cl -1.9144 -1.1191 -1.1777 -0.3 0.2 0.0
P -0.3019 0.6675 -3.0053 -0.6 -1.5 -2.2
F 0.0099 4.5699 -0.0097 -0.1 -0.6 -0.7
O 0.0128 -1.2396 0.5035 0.3 0.0 -1.0
O 0.8771 -1.5581 -1.5964 -0.4 0.0 0.4
O -5.6553 -0.3556 -1.6113 0.2 0.0 -0.3
O 0.4518 -3.3531 -0.2897 0.3 -2.6 0.7
O 4.1053 -0.2823 3.5053 0.3 0.1 0.0
N -0.5596 -0.2856 -4.2418 0.6 0.1 1.0
N -8.2782 0.1363 -2.6593 0.2 0.2 0.1
N 1.7734 0.6607 -1.3674 -0.4 -1.5 0.7
N 3.8350 -3.0540 4.1891 0.1 0.1 -0.3
C 3.2797 2.8380 -0.3018 0.9 0.0 0.6
C -7.1351 0.0333 -3.5736 0.0 -0.3 0.2
C -0.2515 2.2590 0.5223 -0.8 0.5 0.0
C -5.1952 -1.6925 -1.7116 -0.2 0.0 0.3
C 5.1578 -2.4204 4.2226 -0.2 0.2 0.2
C 5.2090 -1.1603 3.3393 0.0 -0.2 -0.3
C -1.1833 1.0215 0.2357 1.2 0.3 1.2
C -5.8034 0.3142 -2.8542 -0.1 0.3 0.0
C -0.4783 -0.2358 -0.3486 -1.3 0.4 -0.7
C -7.1769 -1.3245 -4.2668 0.0 0.0 -0.2
C 2.5964 0.2818 -0.1952 1.0 1.0 1.2
C 0.5651 -0.1449 -1.5231 -0.1 0.7 1.0
C 0.4559 -2.2163 -0.4312 0.2 3.8 -1.0
C 5.5448 -2.1606 5.6749 0.2 -0.1 0.1
C -0.3498 3.3376 -0.6136 0.3 -0.3 1.3
C 3.7365 1.3609 -0.0344 0.1 0.3 -0.9
C 4.2215 0.6110 4.6000 -0.3 0.0 -0.1
H 6.4587 -1.5644 5.7364 0.0 0.0 0.0
H 5.7307 -3.1046 6.1903 -0.1 0.0 -0.1
H 2.7960 3.0024 -1.2853 0.0 -0.2 0.8
H 5.2545 0.9330 4.7590 0.0 -0.1 0.0
H -0.2214 -1.2140 -3.9735 -0.2 0.1 -0.4
H 4.2162 1.3398 0.9685 -0.5 -0.4 -0.6
H -0.6774 2.7680 1.4254 0.4 -0.4 -0.7
H -1.4090 3.4352 -0.9369 0.7 0.0 0.0
H 2.0002 0.2840 0.7509 0.2 0.0 -1.0
H -1.5561 1.2320 -2.5978 0.9 0.2 0.5
H -8.0766 -0.4551 -1.8549 -0.1 0.0 -0.1
H 5.8853 -3.1307 3.8170 0.0 0.1 -0.1
H 0.7940 2.0036 0.7823 -0.7 0.1 -0.4
H -4.9439 0.1150 -3.5070 0.0 -0.1 0.0
H -7.2926 -2.1495 -3.5630 0.0 0.1 0.0
H -6.0378 -2.3779 -1.8262 0.1 -0.1 -0.2
H 3.6149 1.4911 4.3799 0.0 0.0 -0.1
H -4.6915 -1.9447 -0.7774 0.0 0.1 0.0
H 3.0677 -0.7260 -0.2642 -0.4 0.6 -0.1
H 4.2041 3.4732 -0.3027 -0.8 -0.5 0.1
H 0.5102 1.7833 -3.3781 -0.3 -0.2 0.7
H -8.0238 -1.3713 -4.9542 0.0 0.0 0.1
H 2.6688 3.1903 0.5615 0.1 -0.1 -0.9
H -2.0066 1.3558 -0.4289 0.6 -0.5 0.3
H 0.3521 3.1439 -1.4528 -0.5 0.2 0.5
H -7.2515 0.7958 -4.3506 0.1 0.1 0.1
H 6.1561 -0.6202 3.4630 0.0 0.0 0.1
H -6.2682 -1.4954 -4.8490 0.0 0.0 0.0
H -5.7707 1.3819 -2.6149 0.0 0.0 0.1
H -4.4849 -1.8212 -2.5338 -0.1 0.0 -0.1
H 5.1698 -1.4824 2.2939 -0.1 0.0 0.0
H 3.1481 -2.3340 4.4066 0.0 -0.1 0.1
H 3.8222 0.1554 5.5085 0.2 0.1 0.1
H -1.6490 0.7355 1.2093 0.3 -0.1 -0.9
H 2.3436 0.4346 -2.1941 -0.3 0.4 0.2
H 4.5409 1.1287 -0.7786 -0.5 0.1 0.6
H 4.7611 -1.6440 6.2302 0.0 0.0 -0.1
H 3.6179 -3.3108 3.2288 0.0 -0.1 0.1
H -8.3010 1.0749 -2.2677 -0.1 0.0 -0.1


6.
12
Properties=species:S:1:pos:R:3:forces:R:3 method="wB97M-V/def2-TZVPD" smiles=C1[C@@H]2[C@H]1[C@@H]1O[C@H]21 homo_lumo_gap_ev=9.31 e_homo_ev=-8.20 total_charge=0 fmax_ev_per_a=1.844
O -1.0781 0.8831 -1.0201 0.1 -0.2 -0.1
C 0.4626 0.3198 0.7569 0.2 1.5 -0.7
C -0.9897 0.6292 0.3707 -0.2 0.2 0.3
C 1.3007 0.0647 -0.4457 0.3 0.5 0.0
C -1.1083 -0.4782 -0.5577 -0.4 -0.2 0.4
C 0.3121 -1.0337 -0.2689 0.3 0.4 1.8
H -1.7487 1.0527 1.0172 0.1 0.1 0.0
H 1.1398 0.7407 -1.2741 0.1 -0.3 -0.1
H 0.4241 -1.4028 0.7847 -0.2 -1.5 -1.0
H 2.3358 -0.2052 -0.2581 -0.1 0.2 0.1
H -1.9691 -1.0705 -0.8455 0.2 0.1 0.0
H 0.9188 0.5000 1.7405 -0.4 -0.8 -0.4